Density functional theory data (wB97M-V/def2-TZVPD) for one molecule with the formula C25H28N4O4 in a non-equilibrium geometry.

Positions of all 61 atoms, in Å:
C (2.188, 5.033, 3.413)
C (1.492, 4.813, 2.116)
C (2.025, 4.810, 0.890)
C (3.406, 5.082, 0.565)
C (3.962, 4.960, -0.647)
C (3.287, 4.494, -1.884)
O (3.378, 5.098, -2.931)
N (2.595, 3.322, -1.718)
C (1.842, 2.606, -2.649)
C (1.610, 3.064, -3.944)
C (0.842, 2.305, -4.811)
C (0.301, 1.099, -4.413)
C (0.529, 0.630, -3.117)
C (-0.025, -0.643, -2.700)
N (-0.741, -1.366, -3.470)
O (-1.128, -2.516, -2.855)
C (-0.551, -2.608, -1.536)
C (0.157, -1.261, -1.334)
C (0.382, -3.825, -1.453)
C (0.301, -4.262, 0.002)
C (1.393, -3.611, 0.881)
N (1.403, -4.101, 2.126)
O (2.158, -2.762, 0.473)
N (-1.028, -3.837, 0.437)
C (-1.654, -4.464, 1.453)
O (-1.081, -5.308, 2.136)
C (-3.057, -4.080, 1.730)
C (-3.433, -2.870, 2.152)
C (-4.791, -2.549, 2.516)
C (-5.236, -1.377, 2.974)
C (-4.448, -0.138, 3.226)
C (-1.648, -2.934, -0.511)
C (1.300, 1.390, -2.242)
H (3.251, 5.216, 3.293)
H (2.056, 4.160, 4.053)
H (1.740, 5.883, 3.929)
H (0.429, 4.628, 2.209)
H (1.368, 4.629, 0.049)
H (4.024, 5.463, 1.367)
H (4.975, 5.300, -0.812)
H (2.667, 2.889, -0.807)
H (2.034, 4.002, -4.260)
H (0.668, 2.667, -5.813)
H (-0.296, 0.500, -5.081)
H (-0.325, -0.648, -0.569)
H (1.204, -1.391, -1.064)
H (0.000, -4.600, -2.117)
H (1.403, -3.578, -1.739)
H (0.384, -5.348, 0.126)
H (0.684, -4.759, 2.416)
H (2.056, -3.733, 2.798)
H (-3.763, -4.898, 1.700)
H (-2.692, -2.087, 2.244)
H (-5.499, -3.360, 2.394)
H (-6.291, -1.283, 3.200)
H (-4.829, 0.673, 2.604)
H (-4.569, 0.167, 4.266)
H (-3.389, -0.266, 3.024)
H (-2.484, -3.422, -1.027)
H (-2.026, -2.034, -0.022)
H (1.488, 1.037, -1.237)

The calculation puts the LUMO energy at 0.3 eV. The SMILES is C/C=C\C=C/C(=O)Nc1cccc(C2=NO[C@]3(C2)C[C@@H](C(N)=O)N(C(=O)/C=C/C=C\C)C3)c1. As for the energy above the lowest of the compared OMol25 structures with the same formula, charge and spin: 5.255 eV. Its total energy is -40528.522 eV. Its frontier orbital gap is 8.56 eV. The highest occupied orbital energy is -8.299 eV. The largest force on an atom comes out at 1.11 eV/A.